Record 1
2 unconnected molecules or ions with the total composition C7H17B2F4NO9PS, computed with ωB97M-V/def2-TZVPD.

electronic energy: -2198.05180 a.u.
molecular weight: 419.868 g mol⁻¹
charge: -1
HOMO: -6.32 eV
E_LUMO: 0.0722 hartree
strongest force on any atom: 0.0926 Eh/bohr

XYZ file:
```
42
Properties=species:S:1:pos:R:3:mulliken_charge:R:1
C 3.2438 -0.1116 3.2980 -1.20
C 3.7488 0.0191 1.8702 -0.26
O 2.6782 0.5782 1.0651 -0.18
B 3.1015 0.8830 -0.2055 0.48
O 4.1331 1.7601 -0.4392 -0.46
N 2.4282 0.3052 -1.3808 -0.11
C 1.7875 -0.9222 -1.0050 0.30
O 2.4747 -1.8115 -0.7368 -0.53
O 0.4705 -0.9685 -1.0005 -0.07
C -0.0569 -1.6740 0.1315 -0.64
O -1.3528 -2.0641 -0.1908 -0.34
C -2.2964 -1.2406 0.3808 -0.61
O -2.2263 0.0772 -0.1419 -0.05
C -3.2309 0.8276 0.4755 -0.62
C -2.9380 2.3057 0.3575 -0.56
O -1.5750 2.5095 0.6920 -0.48
P 1.3849 1.4298 -2.1662 0.62
O 2.3977 2.6048 -2.6005 -0.47
O 0.4440 2.1548 -1.0874 -0.34
S 0.4754 0.7751 -3.7190 -0.43
H 2.2869 -0.6294 3.2980 0.27
H 3.9588 -0.7219 3.8482 0.38
H 3.1177 0.8813 3.7221 0.29
H 4.0056 -0.9466 1.4334 0.34
H 4.6107 0.6860 1.8546 0.32
H 3.9736 2.5232 0.1335 0.31
H 0.4928 -2.5817 0.3663 0.38
H -0.1115 -1.0544 1.0346 0.41
H -3.2644 -1.6602 0.1063 0.46
H -2.2167 -1.2608 1.4824 0.43
H -4.2275 0.5943 0.0855 0.35
H -3.2635 0.6230 1.5564 0.37
H -3.1637 2.6905 -0.6404 0.33
H -3.5632 2.8172 1.0988 0.36
H -1.3699 3.4470 0.6267 0.27
H 1.8680 3.3526 -2.9079 0.34
H -0.1615 1.5196 -0.6517 0.33
B -3.6077 -3.5430 -2.0136 0.62
F -3.1557 -2.2550 -2.3533 -0.35
F -4.0726 -3.5385 -0.6688 -0.44
F -4.6697 -3.9103 -2.8657 -0.40
F -2.5584 -4.4705 -2.1422 -0.41
```

Record 2
A molecular structure, C30H48BrHgN3P2, computed with ωB97M-V/def2-TZVPD.

electronic energy: -4745.71772 a.u.
energy relative to the best compared isomer or geometry (same formula, charge and spin): 16.09 kcal per mole
molecular weight: 793.177 g mol⁻¹
charge: +2
HOMO (alpha / beta): -12.95 / -12.94 eV
E_LUMO (alpha / beta): -0.2691 / -0.2678 hartree
strongest force on any atom: 0.0350 Eh/bohr

XYZ file:
```
85
Properties=species:S:1:pos:R:3:mulliken_charge:R:1
N -5.4179 -1.1941 3.4800 -0.50
C -4.6095 -0.2808 4.0191 -0.49
C -4.2657 0.8925 3.3383 -0.43
C -4.7617 1.0778 2.0160 0.67
C -5.3937 -0.0351 1.3899 -0.03
C -5.8153 -1.0877 2.2167 -0.65
C -4.5510 2.3174 1.3084 -0.57
Hg 0.1515 0.6610 -0.7792 1.50
P 2.7511 0.6966 -1.7376 -0.02
C -4.5735 2.3636 -0.0746 -0.75
C -3.4001 2.6776 -0.8342 0.93
C -3.2121 2.1686 -2.1485 -0.81
C -1.9676 2.1325 -2.7298 -0.57
C -0.8512 2.5722 -1.9608 -0.51
C -1.0721 3.3908 -0.8102 -0.29
C -2.3196 3.3679 -0.2253 -0.55
Br 0.7675 3.0198 -3.0697 0.05
H -4.3190 3.1868 1.9367 0.65
H -5.4596 2.0324 -0.6290 0.61
H -3.6304 1.6300 3.8258 0.45
H -5.6137 -0.0560 0.3162 0.34
H -4.2709 -0.4439 5.0387 0.43
H -6.5145 -1.8451 1.8392 0.40
H -4.0828 1.7586 -2.6712 0.40
H -2.4770 3.8495 0.7410 0.31
H -1.7875 1.6955 -3.7127 0.50
H -0.2229 3.8967 -0.3664 0.53
P -0.7868 -1.9392 -0.4664 0.64
C 3.2272 2.3564 -1.0908 0.14
C 4.2018 3.2740 -1.8279 -1.41
H 3.5983 2.1654 -0.0672 0.40
H 2.2753 2.8964 -0.9554 -0.06
H 4.2560 4.1980 -1.2315 0.44
H 5.2166 2.8598 -1.8748 0.31
H 3.8770 3.5540 -2.8388 0.26
C 2.6432 0.3015 -3.5512 -0.18
C 3.7162 0.8122 -4.5091 -1.30
H 1.6403 0.6661 -3.8470 0.11
H 2.6148 -0.8026 -3.6225 0.42
H 3.2656 0.8914 -5.5053 0.40
H 4.1141 1.7992 -4.2578 0.23
H 4.5555 0.1071 -4.5886 0.35
C 4.1058 -0.4159 -1.2258 -0.21
C 5.5465 0.0492 -1.4589 -1.41
H 3.8949 -1.3427 -1.7818 0.49
H 3.9799 -0.6461 -0.1513 0.19
H 6.1984 -0.8097 -1.2598 0.42
H 5.7515 0.3932 -2.4809 0.27
H 5.8232 0.8531 -0.7625 0.32
C 0.1254 -3.2186 0.5109 -0.90
C 1.5995 -3.3829 0.1094 -1.10
H -0.3974 -4.1884 0.4113 0.59
H 0.0565 -2.9308 1.5750 0.39
H 2.0184 -4.2776 0.5931 0.43
H 1.7261 -3.5155 -0.9725 0.30
H 2.1998 -2.5220 0.4323 0.08
C -0.7623 -2.7240 -2.1376 -0.62
C -1.5950 -1.9831 -3.1783 -1.11
H -1.1295 -3.7551 -2.0130 0.46
H 0.2887 -2.7784 -2.4566 0.30
H -1.3892 -2.3917 -4.1727 0.42
H -2.6701 -2.0957 -3.0067 0.33
H -1.3534 -0.9148 -3.1962 0.12
C -2.5821 -2.1998 -0.0050 -0.25
C -2.8619 -2.9649 1.2861 -1.05
H -3.0788 -2.7035 -0.8511 0.58
H -3.0099 -1.1843 0.0455 -0.12
H -3.9402 -3.1560 1.3701 0.36
H -2.3569 -3.9387 1.3127 0.35
H -2.5647 -2.3879 2.1730 0.05
C 4.0589 -0.0630 4.0903 -1.18
C 2.7009 -0.0993 3.5259 0.58
C 1.4696 -0.2582 4.1463 -1.30
C 0.5006 -0.2279 3.1209 0.09
N 1.1006 -0.0478 1.9232 0.16
N 2.4268 0.0441 2.2093 0.01
C -0.9547 -0.3540 3.3005 -0.57
H 4.1887 0.8143 4.7368 0.30
H 4.2295 -0.9416 4.7225 0.33
H 4.8044 -0.0381 3.2893 0.29
H 1.2777 -0.3807 5.1943 0.48
H 3.0940 0.2595 1.4670 -0.06
H -1.2070 -1.2429 3.8983 0.45
H -1.3614 0.5032 3.8567 0.39
H -1.4478 -0.4202 2.3276 -0.05
```